(a)
Entry from OMol25: a molecular structure, C43H35BN12OPSr (wB97M-V/def2-TZVPD).

As for the expectation value of S²: 0.757. Its frontier orbital gap (spin up / spin down) is 0.30720 / 0.26341 Ha. The LUMO energy (spin up / spin down) comes out at 0.189 / -1.132 eV. For the HOMO energy (spin up / spin down), the calculation gives -8.171 / -8.299 eV.

Geometry as ORCA input:
```
! wB97M-V def2-TZVPD RIJCOSX def2/J DEFGRID3
* xyz 0 2
Sr -0.8607 0.1948 -0.4456
C -4.2948 -0.9239 -2.0381
C -3.6034 -1.4507 -0.9460
N -2.3141 -1.5428 -1.2158
N -2.1428 -1.0995 -2.4630
C -3.3177 -0.7096 -2.9854
B -0.8150 -1.1741 -3.2043
N 0.2245 -1.8954 -2.3442
C 0.8645 -3.0379 -2.6314
C 1.6513 -3.3682 -1.5487
C 1.4121 -2.3513 -0.6270
N 0.5605 -1.4737 -1.1269
N -0.3775 0.2654 -3.4908
C 0.1212 0.7865 -4.6176
C 0.2456 2.1468 -4.4374
C -0.2100 2.3663 -3.1399
N -0.5881 1.2237 -2.5863
N -1.0061 -1.9564 -4.5038
C -2.0293 -2.7749 -4.8366
C -1.7612 -3.3124 -6.0720
C -0.5231 -2.7626 -6.4228
N -0.0803 -1.9610 -5.4747
H -5.3447 -0.7323 -2.1243
H -3.9921 -1.7704 0.0014
H -3.3925 -0.3090 -3.9797
H 0.7322 -3.5515 -3.5633
H 2.2893 -4.2225 -1.4496
H 1.8064 -2.2246 0.3651
H 0.3557 0.1564 -5.4517
H 0.6089 2.8738 -5.1352
H -0.2534 3.2904 -2.5956
H -2.8715 -2.9164 -4.1891
H -2.3663 -3.9988 -6.6249
H 0.0443 -2.9002 -7.3206
C 3.8696 -1.3035 5.1086
C 2.5648 -1.6347 5.4328
C 1.5293 -1.3066 4.5761
C 1.7883 -0.6171 3.3950
C 3.1036 -0.2931 3.0710
C 4.1382 -0.6400 3.9213
P 0.4576 0.0264 2.3014
C -0.9775 -0.8284 3.0481
C -1.2466 -2.0941 2.5309
C -2.2850 -2.8506 3.0360
C -3.0733 -2.3428 4.0549
C -2.8301 -1.0743 4.5536
C -1.7803 -0.3153 4.0600
C 0.3878 1.7266 2.9642
C 0.8722 2.0327 4.2161
C 0.8455 3.3467 4.6970
C 0.3089 4.3436 3.9320
C -0.2211 4.0721 2.6548
C -0.8349 5.0812 1.8884
C -1.3690 4.7967 0.6655
C -1.2862 3.4919 0.1447
C -0.6448 2.5114 0.8386
C -0.1528 2.7417 2.1343
H 4.6725 -1.5566 5.7846
H 2.3486 -2.1416 6.3620
H 0.5133 -1.5647 4.8363
H 3.3009 0.2532 2.1580
H 5.1582 -0.3882 3.6692
H -0.6279 -2.4743 1.7281
H -2.4894 -3.8263 2.6241
H -3.8892 -2.9229 4.4550
H -3.4756 -0.6721 5.3217
H -1.5897 0.6793 4.4426
H 1.2885 1.2568 4.8415
H 1.2521 3.5584 5.6743
H 0.2707 5.3603 4.2957
H -0.9074 6.0732 2.3087
H -1.8744 5.5545 0.0859
H -1.7743 3.2859 -0.7983
O -2.3127 0.8262 0.9762
N -2.9310 1.5365 1.8554
C -4.0714 1.1856 2.3688
C -4.8179 0.0140 2.0801
N -5.4040 -0.9389 1.8195
C -4.6367 2.0566 3.3303
N -5.1177 2.7279 4.1263
C 4.9828 -0.2229 -4.3782
C 4.2101 0.1701 -3.1586
C 4.3386 -0.5127 -1.9559
C 3.5918 -0.1121 -0.8606
N 2.7452 0.9050 -0.8771
C 2.6350 1.5724 -2.0156
C 3.3275 1.2472 -3.1691
H 5.6665 -1.0430 -4.1669
H 5.5525 0.6208 -4.7646
H 4.2927 -0.5287 -5.1623
H 5.0117 -1.3509 -1.8686
H 3.6981 -0.6190 0.0887
H 1.9576 2.4141 -1.9900
H 3.1683 1.8229 -4.0666
*
```

=====

(b)
Entry from OMol25: a molecular structure, C43H35BN12OPSr (wB97M-V/def2-TZVPD).

As for the expectation value of S²: 0.760. Its frontier orbital gap (spin up / spin down) is 0.22711 / 0.30693 Ha. The LUMO energy (spin up / spin down) comes out at 0.138 / 0.146 eV. For the HOMO energy (spin up / spin down), the calculation gives -6.042 / -8.206 eV.

Geometry as ORCA input:
```
! wB97M-V def2-TZVPD RIJCOSX def2/J DEFGRID3
* xyz 0 2
Sr -0.5250 0.0984 0.1818
C 2.4522 3.1898 2.0639
C 1.7669 2.6081 0.9943
N 1.1174 1.5228 1.3880
N 1.3575 1.3811 2.7207
C 2.1644 2.3780 3.1397
B 0.7695 0.1123 3.4062
N -0.8253 0.1531 3.3936
C -1.5739 0.6433 4.4031
C -2.9050 0.5025 4.0818
C -2.8856 -0.1014 2.8212
N -1.6415 -0.3058 2.4078
N 1.3130 -1.1590 2.6845
C 2.3018 -1.9624 3.1318
C 2.6165 -2.8680 2.1454
C 1.7620 -2.5316 1.0910
N 0.9886 -1.5050 1.4123
N 1.1349 -0.0156 4.8825
C 0.7349 -1.0417 5.6753
C 1.1828 -0.7985 6.9477
C 1.8570 0.4326 6.8390
N 1.8232 0.8987 5.6046
H 3.0683 4.0713 2.0637
H 1.7045 2.9183 -0.0386
H 2.4677 2.4240 4.1693
H -1.0989 1.0389 5.2860
H -3.7550 0.7809 4.6792
H -3.7096 -0.3955 2.1889
H 2.7115 -1.8237 4.1174
H 3.3572 -3.6466 2.1833
H 1.6807 -2.9736 0.1085
H 0.1610 -1.8594 5.2697
H 1.0441 -1.4140 7.8190
H 2.3642 0.9974 7.6052
C -4.0094 -5.6685 -1.8846
C -4.2963 -4.7573 -2.8912
C -3.5407 -3.6011 -3.0233
C -2.4907 -3.3417 -2.1458
C -2.2219 -4.2562 -1.1273
C -2.9690 -5.4174 -1.0005
P -1.4331 -1.8577 -2.2128
C -2.4208 -0.7189 -3.2383
C -2.0481 -0.3317 -4.5218
C -2.8090 0.5930 -5.2235
C -3.9554 1.1264 -4.6541
C -4.3395 0.7394 -3.3776
C -3.5703 -0.1718 -2.6705
C -0.0342 -2.3883 -3.2954
C -0.2683 -3.4199 -4.1689
C 0.7672 -4.0555 -4.8874
C 2.0577 -3.6952 -4.6585
C 2.3658 -2.6426 -3.7605
C 3.7188 -2.3216 -3.4856
C 4.0440 -1.3292 -2.6114
C 3.0226 -0.5438 -2.0464
C 1.7212 -0.8072 -2.3485
C 1.3176 -1.9267 -3.1307
H -4.6001 -6.5699 -1.7848
H -5.1107 -4.9468 -3.5787
H -3.7732 -2.8937 -3.8105
H -1.4201 -4.0563 -0.4239
H -2.7444 -6.1179 -0.2068
H -1.1438 -0.7301 -4.9643
H -2.4877 0.9119 -6.2056
H -4.5408 1.8533 -5.2019
H -5.2306 1.1566 -2.9253
H -3.8753 -0.4591 -1.6681
H -1.2760 -3.7938 -4.2947
H 0.5236 -4.8513 -5.5785
H 2.8736 -4.2050 -5.1565
H 4.4892 -2.8951 -3.9858
H 5.0784 -1.1023 -2.3936
H 3.2525 0.3115 -1.4246
O 0.7543 0.0273 -1.8232
N 0.0963 1.1224 -2.5302
C 0.6264 1.4672 -3.7425
C 1.7853 1.0415 -4.4134
N 2.7376 0.7346 -4.9978
C -0.1825 2.4567 -4.3650
N -0.8422 3.2589 -4.8720
C -4.8296 5.4799 -0.0979
C -3.7913 4.3975 -0.0757
C -3.2543 3.8676 -1.2391
C -2.2914 2.8739 -1.1593
N -1.8473 2.3776 -0.0017
C -2.3562 2.8981 1.1236
C -3.3137 3.8904 1.1326
H -5.1429 5.7121 -1.1141
H -4.4364 6.3924 0.3531
H -5.7081 5.1843 0.4772
H -3.5650 4.2206 -2.2140
H -1.8509 2.4558 -2.0560
H -1.9691 2.5052 2.0588
H -3.6800 4.2681 2.0791
*
```

=====

Relative to the most stable structure, the computed energies are (a) 0.0951; (b) 0.0000, all in hartree.

=====

(a)
Entry from OMol25: a single C9H12S2 molecule (wB97M-V/def2-TZVPD).

Its frontier orbital gap (spin up / spin down) is 0.31175 / 0.26490 Ha. The LUMO energy (spin up / spin down) comes out at 0.104 / -0.309 eV. For the HOMO energy (spin up / spin down), the calculation gives -8.379 / -7.517 eV.

Geometry as ORCA input:
```
! wB97M-V def2-TZVPD RIJCOSX def2/J DEFGRID3
* xyz 0 1
C -0.6114 0.5315 -1.5166
C 0.7788 0.9154 -1.0873
C -1.6438 1.2263 -0.6911
C -1.3345 0.9376 0.8131
C -1.2402 -0.5000 1.2516
C -0.7316 -0.9619 -1.1279
C -0.2046 -1.2031 0.3010
C 1.2584 -0.6106 0.5241
C 1.7085 0.8183 -0.1569
S 2.5125 -1.7749 0.0141
S 3.3192 1.4646 0.2590
H -0.8186 0.5230 -2.5746
H -1.5982 2.3546 -0.9596
H -2.5419 0.8030 -0.9461
H -0.2613 1.3457 1.1780
H -2.1576 1.5196 1.3402
H -0.7895 -0.4733 2.2812
H -2.2850 -1.0135 1.1506
H -0.4339 -1.6288 -1.8093
H -0.1665 -2.1721 0.6643
H 1.4572 -0.4914 1.5862
H 2.0869 -1.7797 -1.3692
H 3.6973 0.1699 0.8752
*
```

=====

(b)
Entry from OMol25: a single C9H12S2 molecule (wB97M-V/def2-TZVPD).

As for the SMILES: SC1=C2[C@H]3[C@H](CCC[C@@H]23)[C@H]1S. Its frontier orbital gap (spin up / spin down) is 0.30373 / 0.30372 Ha. The LUMO energy (spin up / spin down) comes out at 0.611 / 0.611 eV. For the HOMO energy (spin up / spin down), the calculation gives -7.654 / -7.654 eV.

Geometry as ORCA input:
```
! wB97M-V def2-TZVPD RIJCOSX def2/J DEFGRID3
* xyz 0 1
C -0.7544 -0.8060 1.5580
C 0.6405 -0.7424 1.1557
C -1.7494 -1.2693 0.5068
C -1.3712 -0.7625 -0.8832
C -1.1193 0.7471 -0.8962
C -0.3399 0.6479 1.4755
C -0.0134 1.1919 0.0702
C 1.4027 0.6572 -0.4352
C 1.5565 -0.7695 0.1186
S 2.8035 1.7488 0.0997
S 2.5931 -2.0117 -0.4779
H -0.9931 -1.1457 2.5608
H -1.8198 -2.3596 0.4956
H -2.7242 -0.8648 0.7917
H -0.4809 -1.2909 -1.2267
H -2.1847 -0.9948 -1.5733
H -0.8687 1.0669 -1.9110
H -2.0399 1.2562 -0.5999
H -0.0178 1.1853 2.3474
H 0.0253 2.2865 0.0821
H 1.4413 0.6467 -1.5279
H 2.5248 2.7524 -0.7293
H 3.4892 -1.1697 -1.0016
*
```

=====

Relative to the most stable structure, the computed energies are (a) 0.1112; (b) 0.0000, all in hartree.

=====

(a)
Entry from OMol25: 2 unconnected molecules or ions with the total composition C3H4O2 (wB97M-V/def2-TZVPD).

As for the expectation value of S²: 2.011. Its frontier orbital gap (spin up / spin down) is 0.26298 / 0.25246 Ha. The LUMO energy (spin up / spin down) comes out at 0.764 / -2.860 eV. For the HOMO energy (spin up / spin down), the calculation gives -6.392 / -9.730 eV.

Geometry as ORCA input:
```
! wB97M-V def2-TZVPD RIJCOSX def2/J DEFGRID3
* xyz 0 3
C 1.4815 0.2390 -0.2544
C 0.8202 0.5952 0.8199
C -1.3265 0.3975 0.0707
O 1.0912 -0.9686 0.5473
O -1.2975 -0.7739 -0.2345
H 1.9307 -0.1889 -1.2035
H -1.0980 0.9790 -0.8011
H -1.7436 0.8757 0.9376
H 0.1420 -1.1550 0.1179
*
```

=====

(b)
Entry from OMol25: a molecular structure, C3H4O2 (wB97M-V/def2-TZVPD).

As for the expectation value of S²: 2.011. Its frontier orbital gap (spin up / spin down) is 0.25091 / 0.35156 Ha. The LUMO energy (spin up / spin down) comes out at 0.984 / -1.880 eV. For the HOMO energy (spin up / spin down), the calculation gives -5.843 / -11.446 eV.

Geometry as ORCA input:
```
! wB97M-V def2-TZVPD RIJCOSX def2/J DEFGRID3
* xyz 0 3
C 0.0329 1.4849 1.5104
C 0.9723 -0.1570 -0.5665
C -0.2884 0.1130 0.1109
O -0.5731 1.1675 2.4735
O -0.0762 0.6251 -1.1708
H 0.5965 2.3064 1.1020
H 1.9133 0.4567 -0.5026
H 1.0146 -1.1844 -1.0180
H -1.0381 -0.5484 0.4393
*
```

=====

Relative to the most stable structure, the computed energies are (a) 0.1393; (b) 0.0000, all in hartree.

=====

(a)
Entry from OMol25: a gas-phase ion, C3H9N2 (charge +1) (wB97M-V/def2-TZVPD).

As for the SMILES: CC/[NH+]=C/N. Its frontier orbital gap is 0.41625 Ha. The LUMO energy comes out at -4.015 eV. For the HOMO energy, the calculation gives -15.342 eV.

Geometry as ORCA input:
```
! wB97M-V def2-TZVPD RIJCOSX def2/J DEFGRID3
* xyz 1 1
C 0.3051 -0.2522 1.4577
C -0.3737 0.1071 -2.1080
C 0.2533 -0.5832 -0.9028
N 0.1371 0.5170 2.5362
N 0.0494 0.1982 0.2736
H 0.7081 -1.1720 1.6893
H -1.5563 0.0324 -2.1565
H 0.0003 1.1283 -2.0315
H -0.1669 -0.2717 -3.1034
H 1.2627 -0.7127 -0.9063
H -0.2721 -1.6410 -0.9648
H 0.0458 0.0706 3.4610
H -0.3355 1.3972 2.5045
H -0.0573 1.1819 0.2510
*
```

=====

(b)
Entry from OMol25: 2 unconnected molecules or ions with the total composition C3H9N2 (wB97M-V/def2-TZVPD).

Its frontier orbital gap is 0.41866 Ha. The LUMO energy comes out at -3.466 eV. For the HOMO energy, the calculation gives -14.859 eV.

Geometry as ORCA input:
```
! wB97M-V def2-TZVPD RIJCOSX def2/J DEFGRID3
* xyz 1 1
C 1.2897 -2.0204 1.1716
N 1.2080 -0.7914 1.4584
H 2.2016 -2.6048 1.0449
H 0.4095 -2.5966 0.8787
H -1.5935 -0.5290 -0.3462
H 2.0858 -0.4229 1.8356
C -0.2527 1.6127 -1.7889
C -1.0242 1.4372 -0.7333
N -1.0426 0.2232 0.0715
H 0.5991 0.9603 -1.8664
H -0.4915 2.3730 -2.5084
H -1.8239 2.1335 -0.5221
H -1.4684 0.3874 0.9826
H -0.0967 -0.1623 0.3221
*
```

=====

Relative to the most stable structure, the computed energies are (a) 0.0000; (b) 0.0388, all in hartree.

=====

(a)
Entry from OMol25: 2 unconnected molecules or ions with the total composition C2H6FP (wB97M-V/def2-TZVPD).

As for the SMILES: C=CF.P. Its frontier orbital gap is 0.39205 Ha. The LUMO energy comes out at 1.082 eV. For the HOMO energy, the calculation gives -9.586 eV.

Geometry as ORCA input:
```
! wB97M-V def2-TZVPD RIJCOSX def2/J DEFGRID3
* xyz 0 1
C 2.3239 -0.8271 1.6499
C 2.8754 -0.1017 0.6994
F 2.5698 -0.5520 -0.6307
P -1.4430 0.0505 -0.3048
H 1.5552 -1.5893 1.4100
H -1.0308 -0.5898 -1.3997
H 2.7111 -0.6380 2.6436
H 3.7204 0.6509 0.6760
H -2.7150 0.6592 -0.8378
H -0.5572 1.0939 -0.4423
*
```

=====

(b)
Entry from OMol25: a single C2H6FP molecule (wB97M-V/def2-TZVPD).

As for the SMILES: C[C@H](F)P. Its frontier orbital gap is 0.38283 Ha. The LUMO energy comes out at 0.784 eV. For the HOMO energy, the calculation gives -9.633 eV.

Geometry as ORCA input:
```
! wB97M-V def2-TZVPD RIJCOSX def2/J DEFGRID3
* xyz 0 1
C -1.0684 -0.0114 -0.0213
C 0.2120 0.7107 0.2302
F 0.3192 1.7785 -0.7305
P 1.9936 -0.6058 -0.1134
H -1.3185 -0.8815 0.7916
H -1.8747 0.6565 0.0990
H -1.1300 -0.3932 -1.0666
H 0.4017 1.1487 1.1501
H 1.3365 -1.5488 0.7097
H 1.1286 -0.8538 -1.0486
*
```

=====

Relative to the most stable structure, the computed energies are (a) 0.0025; (b) 0.0000, all in hartree.